Entry 1:
61
Properties=species:S:1:pos:R:3:mulliken_charge:R:1 method="wB97M-V/def2-TZVPD" total_charge=+1 homo_ev="-10.36 / -10.26" homo_lumo_gap_ev="7.769 / 6.570"
C 1.06798 1.19593 3.27076 -0.60
H -2.68725 1.04130 1.06422 0.17
H 2.96930 -4.37168 -0.23186 0.40
H 2.63343 3.65855 -1.77150 0.52
H 4.51941 2.08432 0.14010 0.37
C -4.09018 -4.38268 -2.23109 -0.57
N 0.04566 1.58229 -1.33802 0.34
C 3.53939 2.51505 1.99664 -0.53
C -1.52463 2.63040 0.24123 -0.64
O -0.03320 -1.30546 -1.33152 -0.69
H -1.83130 -2.13069 -3.07163 0.27
O -4.07402 -3.61387 -3.41507 -0.37
N 2.08058 0.49383 2.45738 0.14
H -2.00814 2.16053 2.23212 0.39
H 3.70692 1.14154 3.62461 0.38
H 1.02110 2.23700 2.95279 0.27
H -1.98560 1.21772 -1.30510 -0.42
H 0.10299 -1.23868 -2.27741 0.05
C 2.99894 -3.93926 0.75079 -0.82
C 3.63732 2.62966 0.48439 -0.91
H 3.87224 -3.84882 1.36922 0.39
C 1.88384 3.12576 -1.17600 -0.84
H -0.22306 -0.48914 3.31942 0.26
C -1.29942 2.06344 -1.17323 -0.17
H -1.53735 2.82610 -1.92064 0.43
H -4.94226 -4.09744 -1.60185 0.34
H 1.32092 3.86665 -0.60352 0.39
I 3.74816 -0.92667 -0.83250 -0.45
H 0.38590 3.12107 -2.74443 0.42
H -4.04648 -1.71003 -4.09432 0.36
C -2.79092 -4.20545 -1.46587 -0.56
C -3.99776 -2.23054 -3.14002 -0.74
H 2.74400 3.16018 2.37625 0.27
N -0.64625 0.68662 1.58878 0.58
C -2.68972 -1.89523 -2.44373 0.02
H -0.67455 3.26172 0.51326 0.14
H 2.17733 -0.43256 2.87149 0.14
H 2.85747 1.39509 -0.87263 -0.11
H 3.79542 3.68113 0.22971 0.38
H 1.51272 1.73300 -2.77594 0.41
H -4.20347 -5.42426 -2.52451 0.36
H -1.05028 1.00849 3.64888 0.54
N -1.74205 -1.90390 0.87735 -0.01
H -1.93861 -4.55310 -2.05148 0.29
H 1.33634 1.17082 4.33449 0.42
H -2.63421 -0.85373 -2.14019 -0.05
I 1.24099 -3.25671 1.50540 0.12
H -2.80498 -4.71631 -0.50508 0.49
C -1.75902 1.58354 1.33229 -0.94
C -0.28735 0.56973 2.99637 -1.22
N 2.46794 2.13468 -0.28126 0.37
Y 0.92287 -0.09628 0.17880 0.74
C -2.18502 -2.30441 -0.12761 0.35
N -2.59117 -2.75100 -1.23923 0.10
H -2.00306 -1.54101 1.78012 0.26
H 4.12669 0.44714 2.05357 0.35
H 4.46815 2.93276 2.39455 0.42
H -4.84831 -1.91668 -2.52200 0.38
H -2.40473 3.27661 0.18872 0.46
C 0.92587 2.39576 -2.13036 -0.96
C 3.42452 1.10719 2.56586 -0.89

---

Entry 2:
86
Properties=species:S:1:pos:R:3:mulliken_charge:R:1 method="wB97M-V/def2-TZVPD" spin_multiplicity=2 total_charge=+1 homo_ev="-10.39 / -10.50" s2=0.76 homo_lumo_gap_ev="7.418 / 7.493"
C -2.35632 0.03415 2.01318 -0.30
S -3.73954 -3.15327 0.13432 -0.22
H 0.60493 -2.80632 3.30803 0.45
N 0.13436 -1.95440 -0.75462 0.98
H 6.23194 -0.54292 0.47023 0.37
H -0.20357 -2.17619 -2.76346 0.79
H 1.51036 -1.29042 3.48654 0.39
N -2.42016 -1.01236 -0.15153 0.68
C -1.32716 1.41127 -1.89609 0.62
H -2.65987 3.45479 -4.93750 0.43
C -1.82104 2.19871 2.08149 0.46
H -3.26091 1.79451 -1.03597 0.47
C -2.62570 0.25601 3.32038 -0.44
C -3.08943 2.67204 -2.97966 -0.85
C -3.37118 -2.24540 1.53806 -0.37
C 1.11575 1.72960 1.47852 0.03
H 2.96859 5.99673 4.09248 0.43
H 4.12517 -1.53128 1.47768 0.38
H -0.93736 3.53623 0.69328 0.13
C 0.57602 -4.67937 -0.64974 -0.93
C 0.78505 1.06887 -2.94938 0.43
C -0.53138 1.65828 -3.01851 0.17
C -2.28447 2.89050 -4.09430 -0.85
H -2.44476 4.11065 1.42567 0.43
C 5.12839 -2.24413 -0.32204 1.85
S -2.29839 1.88872 3.70805 -0.21
H -0.95164 4.13409 2.36839 0.39
C 0.70827 -3.90336 0.48545 -0.97
C -1.00017 2.38207 -4.11628 -0.85
H 0.73206 -5.74934 -0.60440 0.52
H 6.11342 -3.51446 -1.80434 0.38
N 1.16553 0.55121 2.07590 -1.33
H 2.62266 3.87251 5.30269 0.43
H 4.75696 -0.16299 -4.49442 0.41
H 0.97772 -4.34267 1.43642 0.57
C 1.67411 2.88733 2.20648 0.29
C -2.68081 -1.13053 1.19841 -0.60
C 0.78148 -1.63548 1.52542 0.54
C -2.61536 1.94497 -1.89372 0.03
H -3.69904 -2.56479 2.51415 0.48
H 3.38252 -2.97688 0.75210 0.27
H 2.48759 6.13379 1.67040 0.43
C 4.35409 -1.40063 -1.33029 -0.02
H 1.65036 4.12996 0.46669 0.41
H -3.02395 -0.42904 4.05147 0.48
H 2.25266 -2.68107 2.68845 0.35
C 2.41697 3.92931 4.24178 -0.80
C 4.93166 -1.12031 -2.58339 -0.05
H 2.61243 -1.05689 -0.10471 -0.51
H 4.54520 -4.12341 -1.26174 0.33
C -2.95835 -2.04363 -2.33469 -1.14
C 3.02369 0.13220 -3.24439 0.97
N 1.15445 0.40044 -1.88778 1.08
C 6.43695 -1.52577 0.04154 -1.78
C 1.95292 2.81074 3.56892 -0.42
C 1.31936 -2.13203 2.82923 -2.05
S 1.96499 1.11006 -4.21552 -0.47
C -2.94647 -1.98013 -0.84527 0.61
H -2.35385 -1.22918 -2.73118 0.05
H 5.91805 -1.50421 -2.81023 0.47
H -2.58228 -2.99855 -2.70064 0.36
C 5.45532 -3.61153 -0.94019 -1.79
C 3.09598 -0.89762 -1.05596 1.20
N 0.63235 -0.38212 1.26783 2.95
H 0.18426 -4.63173 -2.77203 0.57
C 0.50389 -2.52658 0.40636 0.49
H -0.35499 2.54432 -4.97316 0.45
C 4.29143 -0.36003 -3.53786 -1.51
C 0.04512 -2.70170 -1.84908 -0.73
O 0.61771 1.94279 0.30795 -0.79
H -4.09515 3.07464 -2.95886 0.45
C 2.33994 5.20210 2.20067 -0.81
H 6.99396 -2.11388 0.77355 0.44
C 0.26016 -4.06759 -1.85299 -1.23
C 1.87004 4.08825 1.52537 -0.06
C 2.42333 -0.14290 -2.01675 -1.83
H 5.96280 -4.23835 -0.20447 0.46
N -1.86801 1.13294 1.33127 0.80
Ru -0.48683 0.30701 -0.39263 -0.59
H 4.90568 -3.10678 1.63868 0.45
H 1.79449 1.87828 4.09280 0.45
H 7.07255 -1.38839 -0.83394 0.38
C 2.61004 5.12447 3.56115 -0.44
H -3.98067 -1.92647 -2.69648 0.44
C 4.33038 -2.47318 0.96134 -1.68
C -1.50975 3.57943 1.61507 -1.21

---

Entry 3:
47
Properties=species:S:1:pos:R:3:mulliken_charge:R:1 method="wB97M-V/def2-TZVPD" spin_multiplicity=5 total_charge=+2 homo_ev="-15.28 / -16.74" s2=6.06 homo_lumo_gap_ev="8.446 / 7.164"
H -3.54033 0.59109 1.59007 0.37
H -3.20112 2.31421 1.35912 0.43
H -0.29198 -1.80008 5.08537 0.25
H 0.00966 -2.97930 -4.39227 0.49
H 2.98566 1.87844 0.76267 0.37
H -1.33584 -2.82534 3.96985 0.34
H 3.04676 2.89336 -3.03013 0.35
C -1.10610 -1.30774 2.02545 0.80
C -1.01058 -1.80518 4.25909 -0.75
H -2.98039 -1.15377 -0.49979 0.46
H 2.14575 1.87169 -2.66674 0.24
N -0.10868 -1.05783 -1.20569 0.40
C 1.15881 -1.41311 -1.67810 1.04
H 4.11992 0.62481 1.39411 0.43
H 1.79550 -2.62376 1.39710 0.38
C -1.84878 2.24087 -1.38246 -1.16
H -0.15609 0.42270 1.67086 0.57
C -2.43712 -0.48239 -1.18416 -1.28
H 3.28461 -0.96685 -1.19808 0.43
H -3.15698 -0.09330 -1.90355 0.68
C 2.23278 -1.00196 -0.82771 -1.24
H -0.94827 2.18450 -2.00231 0.36
O 1.06999 4.85602 0.27315 -0.57
C 1.21903 -1.98412 -2.98452 -0.93
H 3.44415 -1.93798 1.63638 0.52
P -1.87146 0.91590 -0.11268 0.68
O -2.20292 -1.84348 2.08864 -0.45
Co -0.13101 -0.34915 0.51729 -1.01
O 2.78845 2.01627 -3.39704 -0.58
H 2.84074 1.27846 2.41222 0.41
C -1.26416 -1.16454 -1.89188 0.75
H 0.62310 4.43040 1.04451 0.33
C 3.07845 0.97626 1.38267 -0.99
O -0.31289 -1.20288 3.16074 -0.14
H 2.20630 -2.18085 -3.43458 0.49
H -2.69418 2.15737 -2.07969 0.38
C -3.35824 1.36328 0.83986 -1.25
C 2.37532 -1.79590 1.81979 -1.33
H 0.95053 4.09570 -0.33907 0.25
C -0.00314 -2.35030 -3.53141 -0.30
H 2.15138 -1.69554 2.88670 0.33
H -4.24249 1.45246 0.19816 0.40
C -1.25995 -1.98029 -3.02655 -0.91
H -1.87037 3.24122 -0.93269 0.44
H -1.89468 -1.17359 4.46765 0.30
P 1.92456 -0.31129 0.87553 0.74
H -2.22368 -2.32453 -3.41591 0.49

---

Entry 4:
101
Properties=species:S:1:pos:R:3:mulliken_charge:R:1 method="wB97M-V/def2-TZVPD" total_charge=+1 homo_ev=-9.93 homo_lumo_gap_ev=7.905
H -4.19432 3.21787 -3.13890 0.46
H -4.92568 -5.40161 1.25464 0.40
H 6.45812 -0.33944 -2.41393 0.38
H -3.73257 -1.36132 1.37700 0.00
C 5.16500 -1.59871 2.67671 -1.02
C -2.92810 -6.08969 2.84235 -1.47
H -0.83682 3.05484 1.66836 0.40
C -5.41479 -3.56774 2.24844 -0.98
H 4.38892 -0.20427 -3.68696 0.33
H -0.24044 -1.10637 3.88322 0.28
C 6.28175 -0.65481 -1.38335 -0.81
H -2.31719 -6.39516 3.69229 0.44
C 7.59371 2.43267 1.32673 -0.47
C -0.77881 2.78728 0.60889 0.16
H 4.86780 -1.92918 -0.38753 0.42
C 0.52791 -0.39507 3.60781 -1.02
H -1.56157 -3.28507 0.40498 0.40
C -4.64732 -4.34872 1.17481 -0.73
H -4.45999 0.99449 -0.44398 0.29
H 0.68305 2.74499 -0.95300 0.60
H -2.51850 0.90165 -5.49330 0.44
H 1.01427 2.32269 2.56851 0.48
H -0.35686 0.05034 1.75972 -0.07
H -1.21200 1.78964 0.51674 -0.11
H -6.01392 1.75879 -4.28525 0.27
H -6.52378 0.10929 -1.44902 0.32
H -1.46780 -4.64949 2.23732 0.43
H 7.94447 3.19554 2.00862 0.42
H -6.50011 3.31596 -3.62968 0.41
C -2.88772 1.49528 -4.65655 -1.39
C 6.46597 2.64082 0.55131 -0.87
H -6.89199 1.84654 -2.75576 0.28
N 1.46090 1.67153 0.66576 0.46
C -3.60248 0.59420 -3.66086 -0.38
H -2.70148 6.52789 -0.31287 0.36
H -2.03636 1.99130 -4.18630 0.24
N -3.97039 1.28405 -2.43684 0.58
H -4.99045 -4.03966 0.18425 0.35
C 0.66922 2.80373 0.12971 -1.09
N 3.10467 -0.01170 0.10814 1.12
C 3.31949 0.57097 -1.98110 0.47
H 2.35064 1.22380 2.52063 0.25
H 2.85747 0.60051 -4.02536 0.43
H -3.97125 -6.15749 3.15122 0.30
H -4.97822 2.90048 -1.62498 0.35
H -2.76258 -6.79715 2.02936 0.35
H -2.74468 -3.99112 3.25052 0.25
H 4.37349 0.24132 2.64144 0.27
C 6.70128 0.44654 -0.43575 0.69
H 4.62700 -1.82616 -2.10780 0.40
H -4.46319 0.12587 -4.16201 0.32
H -5.60925 -0.99795 -2.48062 0.27
O -2.43948 5.99052 0.44516 -0.49
H -2.39489 -1.87789 2.41360 0.42
H 4.41743 -2.12826 3.27821 0.38
H 1.36343 -0.28556 4.29068 0.29
H -2.70687 3.59035 0.09090 0.25
C -2.62140 -3.07816 0.59262 -1.10
H 5.94983 -1.24841 3.34155 0.34
C 4.86994 -1.23674 -1.22183 -0.99
H 6.94244 -1.50565 -1.20480 0.49
H 1.15684 3.72851 0.43700 0.27
H -3.54683 2.26003 -5.06764 0.32
C -1.34246 5.22495 0.11764 0.33
C 3.36386 -0.82710 1.27846 -1.84
H 9.18725 1.05645 1.78573 0.40
C -2.54737 -4.68103 2.41348 -0.27
N 4.60912 -0.45211 1.93798 0.22
C -6.12507 2.32710 -3.36116 -1.24
H -3.50190 -0.26683 -1.17285 0.24
H -1.53920 3.60130 -1.23476 0.29
C 1.36219 1.40687 2.08865 -1.42
O -0.23732 5.68576 0.08081 -0.51
C 0.42323 0.28681 2.47626 0.87
C 7.83729 0.25752 0.33769 -0.58
H 3.44597 -1.86748 0.96387 0.55
N -3.19436 -4.26986 1.18052 0.15
H 5.59728 -2.30637 1.96699 0.29
H -4.99454 -3.72175 3.24323 0.29
H -5.63666 -1.22675 -0.73587 0.30
H 8.38965 -0.67112 0.24944 0.35
H -2.07652 -1.01278 0.91054 -0.24
C -2.72039 -1.76379 1.37826 0.00
C 3.75036 0.62893 -3.40183 -1.42
N 3.79840 -0.26438 -1.06639 -0.19
H -2.92943 -0.22173 -3.38187 0.41
C -5.60607 -0.47198 -1.52553 -1.26
H 2.49762 -0.78317 1.93136 0.52
H -6.45056 -3.90941 2.27649 0.39
C -4.35532 0.39668 -1.35495 -0.48
C 6.02749 1.66294 -0.32661 0.15
C -4.79491 2.46978 -2.61331 -0.76
H 4.27580 1.56442 -3.58891 0.29
H 5.15678 1.87139 -0.93449 0.33
C 8.28867 1.23809 1.21095 -0.71
N 2.39645 1.38061 -1.48010 -0.47
H -3.07154 -2.93684 -0.39457 0.39
H 5.93322 3.57905 0.63953 0.45
H -5.43571 -2.49637 2.05033 0.25
C -1.66597 3.77486 -0.16223 -0.54
C 2.27967 1.03570 -0.17596 0.64

---

Max |F| in eV/A, matching the order above: 0.85 3.57 3.75 0.75
Electronic energy in a.u., matching the order above: -1742.54543 -3200.87010 -2931.39315 -1788.81667